[1]
The following is a DFT calculation (the ωB97M-V functional and the def2-TZVPD basis) of an isolated molecule of C4H5NO in a non-equilibrium geometry.

```
11
C4H5NO, DFT the ωB97M-V functional and the def2-TZVPD basis
C 2.371 0.303 0.515
C 1.268 0.028 0.123
C -0.015 -0.683 -1.693
C -1.031 -0.425 0.495
N 0.052 -0.253 -0.412
O -1.052 -0.726 -2.371
H 3.221 0.367 1.006
H 0.862 -1.049 -2.188
H -0.596 -0.930 1.440
H -1.314 0.636 0.866
H -1.856 -0.999 -0.006
```

Summary:
- molar mass (g mol⁻¹) = 83.09
- total charge = 0
- energy relative to the best compared isomer or geometry (same formula, charge and spin) (eV) = 2.783
- E_HOMO (eV) = -9.38
- structure (SMILES) = C#CN(C)C=O
- gap between HOMO and LUMO (eV) = 10.16
- calculated total energy (Eh) = -285.31231

[2]
The following is a DFT calculation (the ωB97M-V functional and the def2-TZVPD basis) of a cluster of 2 separate species, C2H7O2 in total in a non-equilibrium geometry.

```
11
C2H7O2, DFT the ωB97M-V functional and the def2-TZVPD basis
O -0.124 -2.340 -0.745
H -0.606 -3.126 -0.470
C -0.551 0.800 -0.080
O -1.034 -0.364 0.461
C 0.894 1.054 0.374
H -0.499 0.695 -1.181
H -1.193 1.626 0.249
H -0.660 -1.545 -0.262
H 0.900 1.319 1.440
H 1.391 0.088 0.378
H 1.482 1.793 -0.166
```

Summary:
- molar mass (g mol⁻¹) = 63.08
- total charge = -1
- energy relative to the best compared isomer or geometry (same formula, charge and spin) (eV) = 0.203
- E_HOMO (eV) = -2.98
- gap between HOMO and LUMO (eV) = 7.75
- calculated total energy (Eh) = -230.87721

[3]
The following is a DFT calculation (the ωB97M-V functional and the def2-TZVPD basis) of a structure of composition C14H13AsFNO10P2PtS4 in a non-equilibrium geometry.

```
47
C14H13AsFNO10P2PtS4, DFT the ωB97M-V functional and the def2-TZVPD basis
Pt 3.173 1.273 0.198
S 6.366 -0.456 3.213
As 5.563 1.265 2.296
S 3.379 1.495 2.412
S 5.419 1.181 0.101
S 6.674 2.891 3.049
O 1.932 1.414 -4.099
P 1.758 1.157 -2.522
O 0.706 0.151 -2.289
O 3.190 0.989 -1.973
O 1.315 2.592 -1.949
P 2.352 3.774 -1.432
O 3.515 3.793 -2.534
O 1.627 5.049 -1.425
O 2.973 3.251 -0.119
H 1.089 1.211 -4.525
H 3.952 2.923 -2.583
C -1.992 -4.042 1.413
C -2.517 -2.921 0.527
C -3.872 -2.434 1.009
C -4.402 -1.336 0.103
C -3.406 -0.206 0.048
C -3.792 1.090 -0.202
C -2.845 2.111 -0.240
F -3.286 3.360 -0.509
C -1.523 1.886 -0.017
C -1.115 0.571 0.246
C 0.309 0.306 0.472
O 1.066 1.276 0.681
C 0.716 -1.048 0.517
C -0.247 -2.002 0.530
N -1.579 -1.776 0.493
C -2.040 -0.468 0.270
C 2.144 -1.537 0.537
O 2.308 -2.753 0.586
O 3.112 -0.693 0.498
H -2.796 -4.760 1.586
H -1.665 -3.646 2.377
H -1.156 -4.581 0.970
H -2.633 -3.298 -0.496
H -3.757 -2.042 2.026
H -4.557 -3.283 1.052
H -5.363 -0.962 0.459
H -4.565 -1.743 -0.900
H -4.835 1.328 -0.377
H -0.785 2.677 -0.062
H 0.089 -3.028 0.582
```

Summary:
- molar mass (g mol⁻¹) = 834.47
- total charge = -2
- E_HOMO (eV) = -1.26
- gap between HOMO and LUMO (eV) = 4.66
- calculated total energy (Eh) = -6079.38108

[4]
The following is a DFT calculation (the ωB97M-V functional and the def2-TZVPD basis) of a cluster of 2 separate species, C3H7NO in total in a non-equilibrium geometry.

```
12
C3H7NO, DFT the ωB97M-V functional and the def2-TZVPD basis
C 0.924 0.422 -0.186
C 0.364 0.788 -1.340
C 1.002 -1.100 1.639
N 0.832 -0.888 0.374
H 1.357 1.214 0.380
H 0.293 0.182 -2.220
H -0.136 1.739 -1.406
H 0.736 -2.089 2.174
H 1.844 -0.399 1.826
H -2.942 0.290 0.155
H -1.765 0.177 -0.867
O -2.509 -0.335 -0.528
```

Summary:
- molar mass (g mol⁻¹) = 73.10
- total charge = -1
- energy relative to the best compared isomer or geometry (same formula, charge and spin) (eV) = 2.189
- spin multiplicity = 2
- E_HOMO (spin up / spin down) (eV) = -0.16 / -3.00
- gap between HOMO and LUMO (spin up / spin down) (eV) = 4.62 / 7.32
- calculated total energy (Eh) = -248.37587

> Look up the total charge of the second one.

-1

> What is the total charge in the second record?

-1

> Which of these has the highest molar mass?

C14H13AsFNO10P2PtS4